No. 1
Density functional theory data (ωB97M-V with the def2-TZVPD basis set) for C35H44N5O14S2 as an isolated structure.

XYZ file:
```
100
Properties=species:S:1:pos:R:3:lowdin_charge:R:1
C 3.9074 2.5239 -0.6325 -0.105
C 4.5242 2.2188 -2.0008 -0.242
C 4.1210 3.1550 -3.1710 -0.214
C 2.8360 3.9728 -3.0230 -0.198
C 1.5170 3.1980 -2.8638 -0.177
C 1.3580 1.9479 -3.7503 -0.187
C 1.1729 0.6466 -2.9657 -0.207
C -0.1839 0.5412 -2.2522 -0.187
C -0.2268 1.0977 -0.8104 -0.210
C -1.1214 2.3345 -0.6345 -0.230
S -0.4491 3.5966 0.4937 0.512
O -1.2659 3.4962 1.6824 -0.344
O 0.9601 3.3026 0.6384 -0.350
N -0.5488 5.0068 -0.2663 -0.324
S -1.8555 5.9058 -0.2070 0.497
O -1.6653 7.0396 -1.0804 -0.336
O -2.3456 6.1854 1.1148 -0.315
C -3.1423 4.9199 -1.0124 -0.294
O -4.2347 5.7589 -1.2985 -0.156
O -5.2699 4.9554 -1.9030 -0.031
H 4.5524 2.1424 0.1631 0.068
H 2.9412 2.0417 -0.4994 0.039
H 3.7719 3.5891 -0.4558 0.074
H 5.6118 2.2736 -1.9014 0.088
H 4.3016 1.1854 -2.2798 0.088
H 4.9369 3.8692 -3.3213 0.099
H 4.0815 2.5686 -4.0911 0.087
H 2.9401 4.6593 -2.1806 0.107
H 2.7545 4.6025 -3.9159 0.092
H 0.7108 3.9020 -3.0741 0.091
H 1.4029 2.9279 -1.8141 0.069
H 2.1924 1.8395 -4.4457 0.093
H 0.4658 2.0685 -4.3740 0.105
H 1.2685 -0.1968 -3.6571 0.101
H 1.9688 0.5382 -2.2215 0.098
H -0.4552 -0.5175 -2.2048 0.091
H -0.9606 1.0146 -2.8607 0.107
H 0.7787 1.3323 -0.4659 0.076
H -0.6206 0.3211 -0.1592 0.075
H -2.0644 2.0446 -0.1736 0.090
H -1.3242 2.8171 -1.5892 0.072
H -3.4425 4.1293 -0.3148 0.111
H -2.7205 4.4993 -1.9331 0.104
H -4.8295 4.1204 -2.1155 0.072
C 0.8797 -4.3413 3.5134 -0.091
C 0.5446 -5.2061 2.4807 -0.066
C -0.1513 -4.7347 1.3803 -0.003
C -0.4949 -3.3951 1.3452 -0.138
C -0.1716 -2.5136 2.3606 0.015
C 0.5232 -3.0015 3.4553 -0.059
N -1.2379 -2.8842 0.1798 -0.330
O -1.5206 -3.6779 -0.7003 0.053
O -1.5242 -1.7083 0.1714 0.081
H 1.4260 -4.7146 4.3704 0.104
H 0.8204 -6.2505 2.5336 0.109
H -0.4284 -5.3893 0.5673 0.108
H -0.4588 -1.4744 2.2942 0.126
H 0.7817 -2.3326 4.2643 0.113
C 1.4441 -6.9404 9.5602 -0.074
C 1.1046 -7.8063 8.5290 -0.067
C 0.4113 -7.3359 7.4252 -0.003
C 0.0740 -5.9958 7.3823 -0.146
C 0.3981 -5.1144 8.3970 -0.001
C 1.0903 -5.5993 9.4954 -0.065
N -0.6526 -5.4838 6.2046 -0.351
O -0.9407 -6.2788 5.3323 0.074
O -0.9120 -4.2988 6.1755 0.081
H 1.9879 -7.3126 10.4185 0.106
H 1.3801 -8.8507 8.5822 0.107
H 0.1349 -7.9902 6.6120 0.119
H 0.1135 -4.0755 8.3237 0.121
H 1.3543 -4.9269 10.3002 0.108
C 0.3744 10.9818 -4.4930 -0.083
C -0.4158 10.1113 -3.7559 -0.056
C -0.2842 8.7393 -3.9139 0.018
C 0.6531 8.2756 -4.8179 -0.139
C 1.4548 9.1212 -5.5634 -0.014
C 1.3072 10.4884 -5.3968 -0.082
N 0.8161 6.8182 -4.9838 -0.343
O 0.0712 6.1013 -4.3563 0.096
O 1.6930 6.4292 -5.7354 0.058
H 0.2676 12.0508 -4.3595 0.101
H -1.1367 10.4928 -3.0458 0.112
H -0.8896 8.0568 -3.3297 0.108
H 2.1756 8.7114 -6.2548 0.114
H 1.9242 11.1680 -5.9697 0.100
C -2.8551 -6.6334 -0.7949 -0.072
C -2.4087 -7.6998 -1.5652 -0.059
C -2.4270 -8.9873 -1.0526 -0.007
C -2.8953 -9.1769 0.2351 -0.152
C -3.3394 -8.1318 1.0248 -0.001
C -3.3154 -6.8503 0.4977 -0.060
N -2.9237 -10.5445 0.7846 -0.356
O -2.5073 -11.4450 0.0828 0.069
O -3.3600 -10.6939 1.9084 0.071
H -2.8326 -5.6295 -1.1955 0.092
H -2.0432 -7.5277 -2.5684 0.109
H -2.0842 -9.8300 -1.6337 0.117
H -3.6917 -8.3210 2.0276 0.118
H -3.6529 -6.0170 1.0991 0.113
```

Summary:
molar mass = 822.89 g/mol
net charge = -1
multiplicity = 1
HOMO level = -6.231 eV
E_LUMO = 0.014 hartree



No. 2
Density functional theory data (ωB97M-V with the def2-TZVPD basis set) for C35H45AuN7O9PTe as an isolated structure in a non-equilibrium geometry.

XYZ file:
```
99
Properties=species:S:1:pos:R:3:lowdin_charge:R:1
Au -0.2884 0.1238 1.1092 0.725
O 5.1058 6.8782 0.6781 0.085
N 3.9326 7.0840 0.4905 -0.375
O 3.4207 8.1715 0.4088 0.093
C 3.0597 5.9255 0.3489 -0.125
C 3.6106 4.6829 0.3893 0.099
C 2.7707 3.5650 0.2522 -0.058
C 1.3333 3.6759 0.0207 -0.313
O 0.5938 2.7187 -0.1567 -0.185
C 0.8643 5.0458 0.0261 -0.035
C 1.6702 6.1279 0.1931 0.107
N -0.5670 5.3176 -0.1382 -0.356
O -1.2273 4.5269 -0.7562 0.111
O -0.9784 6.3381 0.3549 0.084
N 3.4015 2.3290 0.4296 -0.299
O 4.5523 2.2707 0.7276 0.118
O 2.7662 1.2218 0.3998 -0.311
H 4.6737 4.5592 0.5481 0.138
H 1.2524 7.1259 0.1905 0.139
Te 1.4400 0.6181 -1.1930 1.591
C 3.0843 -0.6347 -1.7971 -0.516
C 4.3621 -0.1227 -2.0143 -0.147
C 5.3853 -0.9499 -2.4409 -0.090
C 5.1401 -2.2957 -2.6731 -0.096
C 3.8744 -2.8105 -2.4658 -0.092
C 2.8543 -1.9834 -2.0242 -0.152
C 3.0002 -2.4626 2.0483 -0.248
C 2.8979 -3.8158 2.3316 0.006
C 3.9996 -4.6220 2.0890 -0.067
C 5.1642 -4.0707 1.5718 -0.077
C 5.2291 -2.7157 1.2899 -0.056
C 4.1403 -1.8908 1.5202 -0.010
H 4.5731 0.9206 -1.8392 0.086
H 6.3733 -0.5463 -2.6020 0.102
H 5.9361 -2.9394 -3.0158 0.100
H 3.6823 -3.8579 -2.6355 0.102
H 1.8771 -2.4032 -1.8401 0.086
H 1.9732 -4.2127 2.7183 0.121
H 3.9436 -5.6780 2.3007 0.106
H 6.0167 -4.7017 1.3769 0.104
H 6.1253 -2.2910 0.8649 0.111
H 4.1608 -0.8473 1.2447 0.110
N -1.1398 0.2155 -0.7885 -0.489
P -2.5728 -0.4133 -0.6443 0.522
N -2.5887 -2.0408 -0.2856 -0.225
C -3.7853 -2.8458 -0.4543 -0.219
C -3.8960 -3.8975 0.6445 -0.187
C -2.6206 -4.7231 0.7597 -0.206
C -1.3999 -3.8200 0.8756 -0.190
C -1.3778 -2.8304 -0.2763 -0.250
N -3.5610 0.3504 0.4519 -0.209
C -4.0768 -0.2538 1.6658 -0.206
C -3.4286 0.3012 2.9275 -0.197
C -3.5381 1.8116 2.9629 -0.207
C -2.9046 2.3894 1.7117 -0.196
C -3.5405 1.8047 0.4605 -0.226
N -3.4270 -0.3513 -2.0933 -0.209
C -4.3160 0.7321 -2.4715 -0.209
C -3.5949 1.8304 -3.2441 -0.183
C -2.9363 1.2339 -4.4762 -0.207
C -1.9983 0.1100 -4.0659 -0.194
C -2.7398 -0.9299 -3.2366 -0.223
H -3.7414 -3.3506 -1.4320 0.122
H -4.6613 -2.1947 -0.4723 0.114
H -4.7497 -4.5463 0.4306 0.112
H -4.0980 -3.4081 1.6036 0.103
H -2.5136 -5.3470 -0.1327 0.112
H -2.6847 -5.4017 1.6129 0.107
H -0.4840 -4.4138 0.8699 0.105
H -1.4290 -3.2601 1.8132 0.112
H -1.3139 -3.3913 -1.2220 0.120
H -0.5123 -2.1644 -0.2273 0.056
H -3.9275 -1.3323 1.6089 0.080
H -5.1620 -0.0718 1.7126 0.126
H -2.3724 0.0078 2.9449 0.079
H -3.9070 -0.1514 3.8009 0.112
H -3.0750 2.2199 3.8622 0.109
H -4.5976 2.0901 2.9946 0.114
H -1.8315 2.1648 1.6964 0.072
H -3.0032 3.4754 1.6780 0.113
H -2.9963 2.1576 -0.4164 0.088
H -4.5791 2.1614 0.3806 0.123
H -4.8092 1.1148 -1.5798 0.093
H -5.1015 0.3031 -3.1095 0.122
H -2.8297 2.2760 -2.6054 0.102
H -4.2976 2.6192 -3.5177 0.113
H -2.4039 1.9958 -5.0430 0.107
H -3.7134 0.8296 -5.1349 0.111
H -1.1855 0.5186 -3.4581 0.081
H -1.5580 -0.3681 -4.9448 0.110
H -2.0459 -1.6941 -2.8763 0.101
H -3.4873 -1.4376 -3.8605 0.121
C 2.9823 -0.3703 3.8851 0.051
C 1.8332 -0.6229 2.9651 -0.535
O 1.8390 -1.6957 2.2075 0.064
O 0.8793 0.1104 2.9245 -0.025
H 3.4236 -1.2968 4.2429 0.100
H 2.6319 0.2478 4.7101 0.103
H 3.7454 0.1786 3.3333 0.099
```

Summary:
molar mass = 1063.33 g/mol
net charge = 0
multiplicity = 1
HOMO level (spin up / spin down) = -6.817 / -6.816 eV
E_LUMO (spin up / spin down) = -0.067 / -0.067 hartree



No. 3
Density functional theory data (ωB97M-V with the def2-TZVPD basis set) for C35H45BaN4O3PS2 as an isolated structure.

XYZ file:
```
91
Properties=species:S:1:pos:R:3:lowdin_charge:R:1
Ba 0.1627 -1.1359 -0.2226 1.652
C -0.1833 -0.0337 -5.5773 -0.111
C -0.0024 -1.0145 -4.4230 -0.551
C 1.3312 -0.7610 -3.7169 -0.163
P -1.3584 -0.9971 -3.1441 0.997
C -2.6732 -2.1052 -3.8564 -0.564
C -3.9654 -1.9228 -3.0590 -0.127
C -2.9421 -2.1182 -5.3603 -0.114
C -1.9808 0.7076 -3.1353 -0.313
C -2.8714 1.2211 -4.0790 -0.074
C -3.3595 2.5166 -4.0297 -0.289
C -4.3202 3.0409 -5.0636 -0.061
C -2.9169 3.3196 -2.9766 -0.045
C -2.0315 2.8539 -2.0283 -0.021
C -1.5275 1.5346 -2.0754 -0.352
N -0.6622 1.0333 -1.1522 -0.247
C -0.2856 1.7859 -0.0201 -0.373
C -0.9953 1.6095 1.1812 -0.240
C -2.3430 0.9309 1.1447 -0.034
C -0.4609 2.0779 2.3827 0.003
C 0.7277 2.7914 2.4139 -0.273
C 1.3080 3.2687 3.7169 -0.038
C 1.3683 3.0502 1.2000 -0.023
C 0.8980 2.5491 -0.0085 -0.229
C 1.6401 2.7883 -1.2936 -0.029
H 0.6190 -0.1648 -6.3077 0.080
H -0.1453 0.9935 -5.2111 0.083
H -1.1345 -0.1611 -6.0921 0.058
H 0.0015 -2.0392 -4.8138 0.102
H 1.3091 0.1881 -3.1738 0.054
H 2.1546 -0.7145 -4.4330 0.085
H 1.5723 -1.5593 -3.0074 0.024
H -2.2689 -3.0937 -3.6043 0.092
H -4.4251 -0.9579 -3.2757 0.072
H -3.7791 -1.9597 -1.9824 0.059
H -4.6840 -2.7063 -3.3085 0.077
H -3.4168 -1.2023 -5.7098 0.061
H -3.6229 -2.9406 -5.5948 0.079
H -2.0321 -2.2722 -5.9396 0.063
H -3.2042 0.5864 -4.8908 0.085
H -4.5889 2.2617 -5.7777 0.070
H -3.8894 3.8709 -5.6279 0.076
H -5.2429 3.4040 -4.6061 0.076
H -3.2788 4.3401 -2.9000 0.114
H -1.7073 3.5052 -1.2245 0.114
H -2.8030 1.0354 0.1640 0.077
H -3.0068 1.3632 1.8943 0.095
H -2.2789 -0.1339 1.3819 0.030
H -0.9808 1.8787 3.3148 0.127
H 0.8584 2.7406 4.5559 0.072
H 1.1492 4.3421 3.8433 0.083
H 2.3825 3.0825 3.7551 0.079
H 2.2876 3.6285 1.2022 0.124
H 2.4140 3.5432 -1.1571 0.081
H 0.9612 3.1183 -2.0818 0.081
H 2.1204 1.8709 -1.6413 0.047
N -1.6750 -3.4902 0.6135 0.033
C -1.1828 -3.0283 1.8594 -0.446
C 0.1567 -3.2675 2.1839 -0.115
C 0.7345 -2.6125 3.2584 -0.056
C -0.0055 -1.7042 4.0082 -0.244
C -1.3482 -1.5284 3.7335 -0.035
C -1.9428 -2.1986 2.6690 -0.059
S 0.8199 -0.7307 5.2665 0.446
O 1.4345 -1.7053 6.1391 -0.315
O -0.2233 0.0925 5.8384 -0.331
O 1.7961 0.0411 4.4793 -0.357
H -2.6823 -3.4457 0.5359 0.092
H -1.3629 -4.4254 0.3849 0.095
H 0.7447 -3.9541 1.5799 0.116
H 1.7741 -2.7796 3.5111 0.102
H -1.9144 -0.8405 4.3487 0.121
H -2.9924 -2.0434 2.4455 0.120
N 2.3362 -0.0331 1.8116 0.106
C 3.2541 -0.7474 1.1509 -0.916
S 3.2627 -0.8349 -0.5544 0.510
N 4.1489 -1.4515 1.8586 0.064
C 4.4440 -1.2403 3.2480 -0.259
C 4.8461 0.0170 3.6731 -0.034
C 5.0847 0.2323 5.0201 -0.066
C 4.9329 -0.8033 5.9291 -0.069
C 4.5554 -2.0638 5.4931 -0.071
C 4.3135 -2.2856 4.1472 -0.040
H 1.9470 0.7763 1.3415 0.051
H 2.2545 -0.0318 2.8472 0.062
H 4.7604 -2.0379 1.3132 0.129
H 4.9481 0.8201 2.9538 0.121
H 5.3776 1.2166 5.3608 0.108
H 5.0904 -0.6243 6.9840 0.109
H 4.4111 -2.8640 6.2049 0.112
H 4.0046 -3.2622 3.7941 0.113
```

Summary:
molar mass = 802.21 g/mol
net charge = 0
multiplicity = 1
HOMO level = -6.980 eV
E_LUMO = -0.018 hartree
relative energy (zero: lowest compared OMol25 entry of this formula, charge and spin) = 0.95 kcal/mol